Record 1
This record from the Open Molecules 2025 dataset describes C59H53N5O2P2PbS2 as an isolated structure. The level of theory is ωB97M-V with the def2-TZVPD basis set.

The calculation puts the energy relative to the best compared isomer or geometry (same formula, charge and spin) at 0.0 kcal/mol. The HOMO energy is -6.8 eV. The value obtained for the strongest force on any atom is 0.01148 hartree/bohr. Its electronic energy is -4376.35017 hartree. The lowest unoccupied orbital energy comes out at 0.29 eV. As for the orbital gap: 0.260 hartree.

Element x y z (Å)
Pb1 -1.8632 1.4913 1.0633
N1 -2.7147 4.9086 -1.9793
C1 -2.3818 4.1688 -0.8725
S1 -3.6002 3.0221 -0.3596
N2 -1.2445 4.4518 -0.3309
N3 -0.8875 3.7192 0.7925
C2 0.0543 4.2848 1.4586
C3 0.6747 3.8740 2.6984
C4 1.4910 4.8423 3.3071
C5 2.1056 4.6394 4.5210
C6 1.8939 3.4166 5.1692
C7 1.1143 2.4423 4.5950
C8 0.4909 2.6097 3.3265
O1 -0.1829 1.6405 2.8036
H1 -3.4425 4.5432 -2.5655
H2 -1.9619 5.4119 -2.4185
H3 0.4008 5.2378 1.0549
H4 1.6192 5.7905 2.7941
H5 2.7163 5.4107 4.9708
H6 2.3480 3.2341 6.1367
H7 0.9481 1.5034 5.1063
O2 -0.4435 1.4280 -1.2163
S2 0.7229 0.4752 -1.1230
C9 1.3904 0.4465 -2.7876
C10 2.6815 0.8262 -3.0564
C11 3.1733 0.9770 -4.3735
C12 2.3048 0.7930 -5.4064
C13 2.4828 0.9516 -6.8978
C14 1.1060 0.5694 -7.5068
C15 0.2578 0.1731 -6.3219
C16 -1.0129 -0.3132 -6.2402
C17 -1.4988 -0.6958 -4.9717
C18 -0.7932 -0.5530 -3.7964
P1 -1.3683 -1.4753 -2.2940
C19 -0.9767 -3.1597 -2.9198
C20 -1.7347 -3.8880 -3.8348
C21 -1.3155 -5.1422 -4.2514
C22 -0.1281 -5.6802 -3.7691
C23 0.6398 -4.9591 -2.8675
C24 0.2088 -3.7102 -2.4409
C25 -3.1863 -1.3785 -2.4093
C26 -3.8166 -0.1567 -2.6366
C27 -5.1935 -0.0397 -2.5147
C28 -5.9613 -1.1398 -2.1619
C29 -5.3427 -2.3590 -1.9170
C30 -3.9650 -2.4748 -2.0294
C31 0.4962 0.0725 -3.8493
C32 0.9941 0.3465 -5.1347
C33 1.9711 1.3775 -0.2216
C34 2.2535 2.6399 -0.6929
C35 3.2012 3.4829 -0.0877
C36 3.8491 3.0178 1.0213
C37 4.9031 3.6625 1.8861
C38 5.2176 2.6107 2.9812
C39 4.2792 1.4652 2.6938
C40 4.0812 0.2820 3.3394
C41 3.0909 -0.5874 2.8379
C42 2.3199 -0.3314 1.7242
P2 1.0306 -1.5716 1.2694
C43 0.1264 -1.9454 2.8101
C44 0.1083 -1.1341 3.9380
C45 -0.7660 -1.3994 4.9843
C46 -1.6376 -2.4753 4.9164
C47 -1.6446 -3.2815 3.7838
C48 -0.7820 -3.0077 2.7353
C49 2.1727 -3.0070 1.0649
C50 3.0780 -2.9190 0.0033
C51 3.9669 -3.9448 -0.2653
C52 3.9645 -5.0907 0.5221
C53 3.0699 -5.1914 1.5748
C54 2.1793 -4.1577 1.8455
C55 2.5612 0.8774 0.9844
C56 3.5236 1.7479 1.5384
H8 3.3394 1.0720 -2.2324
H9 4.1986 1.2864 -4.5310
H10 3.2777 0.2997 -7.2631
H11 2.7685 1.9733 -7.1511
H12 1.1933 -0.2541 -8.2167
H13 0.6589 1.4065 -8.0449
H14 -1.6283 -0.4649 -7.1184
H15 -2.4696 -1.1763 -4.9331
H16 -2.6548 -3.4737 -4.2295
H17 -1.9156 -5.7026 -4.9574
H18 0.1934 -6.6612 -4.0948
H19 1.5672 -5.3665 -2.4843
H20 0.7948 -3.1543 -1.7193
H21 -3.2237 0.7154 -2.8828
H22 -5.6641 0.9209 -2.6770
H23 -7.0357 -1.0473 -2.0683
H24 -5.9331 -3.2217 -1.6336
H25 -3.4914 -3.4287 -1.8266
H26 1.7134 2.9893 -1.5656
H27 3.3918 4.4659 -0.4991
H28 4.5158 4.5834 2.3236
H29 5.7860 3.9278 1.3025
H30 5.0481 3.0099 3.9817
H31 6.2565 2.2796 2.9357
H32 4.6431 0.0075 4.2233
H33 2.9274 -1.5213 3.3651
H34 0.7593 -0.2735 3.9848
H35 -0.7687 -0.7549 5.8547
H36 -2.3164 -2.6802 5.7343
H37 -2.3337 -4.1135 3.7124
H38 -0.8182 -3.6194 1.8391
H39 3.0907 -2.0287 -0.6192
H40 4.6615 -3.8533 -1.0908
H41 4.6574 -5.8959 0.3151
H42 3.0651 -6.0773 2.1975
H43 1.4996 -4.2513 2.6822
N4 -3.3196 2.3143 3.0931
C57 -4.6461 1.7853 3.4441
C58 -4.5840 0.3500 3.9701
C59 -4.7082 -0.7374 2.9097
N5 -3.5129 -0.7925 2.0750
H44 -2.6823 2.2417 3.8813
H45 -3.3974 3.2992 2.8559
H46 -5.2683 1.8361 2.5474
H47 -5.1213 2.4164 4.2030
H48 -5.3901 0.2130 4.6948
H49 -3.6459 0.2060 4.5179
H50 -5.5569 -0.5112 2.2598
H51 -4.9315 -1.6901 3.4074
H52 -3.6716 -1.3240 1.2276
H53 -2.7352 -1.2199 2.5690


Record 2
This record from the Open Molecules 2025 dataset describes C59H60O7P2Pd as an isolated structure. The level of theory is ωB97M-V with the def2-TZVPD basis set.

The HOMO energy is -4.8 eV. The value obtained for the strongest force on any atom is 0.13158 hartree/bohr. Its electronic energy is -3621.40712 hartree. The lowest unoccupied orbital energy comes out at -1.76 eV. As for the orbital gap: 0.111 hartree.

Element x y z (Å)
C1 -3.3921 -5.8056 -2.0767
C2 -2.1717 -4.8671 -2.0473
C3 -2.2038 -3.9657 -3.2928
C4 -2.2472 -3.9924 -0.7847
C5 -0.8609 -5.6484 -2.0365
C6 0.3726 -4.9019 -2.0130
O1 0.3603 -3.6639 -1.9841
C7 1.6198 -5.6261 -2.0284
C8 2.9188 -4.8237 -2.0327
C9 4.1540 -5.7445 -2.0374
C10 2.9667 -3.9278 -0.7837
C11 2.9543 -3.9363 -3.2872
C12 1.5946 -6.9990 -2.0579
C13 0.3974 -7.6955 -2.0734
C14 -0.8115 -7.0221 -2.0644
H1 -3.4059 -6.4507 -1.1973
H2 -4.3221 -5.2372 -2.0836
H3 -3.3801 -6.4312 -2.9701
H4 -1.3408 -3.3009 -3.3018
H5 -2.1777 -4.5632 -4.2033
H6 -3.1029 -3.3502 -3.3135
H7 -1.3686 -3.3536 -0.7134
H8 -3.1283 -3.3511 -0.7991
H9 -2.2868 -4.6089 0.1123
H10 4.1647 -6.3767 -2.9261
H11 5.0756 -5.1624 -2.0375
H12 4.1670 -6.3827 -1.1531
H13 2.1049 -3.2617 -0.7623
H14 2.9527 -4.5277 0.1251
H15 3.8659 -3.3120 -0.7737
H16 2.0917 -3.2707 -3.3036
H17 3.8543 -3.3219 -3.3106
H18 2.9315 -4.5434 -4.1913
H19 2.5128 -7.5589 -2.0731
H20 0.4082 -8.7737 -2.0985
H21 -1.7195 -7.5980 -2.0833
C15 -0.0780 5.6817 3.1070
C16 -0.5557 6.1673 1.9040
C17 -1.3731 5.3858 1.1231
C18 -1.7276 4.0870 1.5284
O2 -2.5167 3.2291 0.7500
P1 -1.8789 3.0044 -0.7377
O3 -2.8327 2.0398 -1.6579
C19 -4.1667 2.1050 -1.2088
C20 -5.1623 2.6848 -2.0171
C21 -6.4488 2.8308 -1.5503
C22 -6.7896 2.3874 -0.2853
C23 -5.8419 1.7719 0.5104
C24 -4.5513 1.6253 0.0588
O4 -1.3904 4.4047 -1.4303
C25 -1.7593 4.5336 -2.7667
C26 -2.0055 5.8104 -3.3058
C27 -2.4040 5.9548 -4.6173
C28 -2.5432 4.8518 -5.4393
C29 -2.2651 3.5936 -4.9456
C30 -1.8814 3.4382 -3.6351
Pd1 -0.4591 1.1524 -0.1102
P2 0.4851 0.8372 2.0782
O5 1.3328 2.0693 2.7407
C31 1.5991 1.8509 4.0930
C32 2.7611 2.3871 4.6755
C33 3.0415 2.1841 6.0086
C34 2.1712 1.4682 6.8096
C35 1.0091 0.9572 6.2725
C36 0.7344 1.1385 4.9408
O6 -0.8782 0.3383 2.8558
C37 -0.8377 -1.0369 3.1464
C38 -1.1674 -1.4868 4.4396
C39 -1.0770 -2.8190 4.7701
C40 -0.6996 -3.7476 3.8175
C41 -0.4198 -3.3441 2.5264
C42 -0.4965 -2.0134 2.1936
O7 1.4800 -0.3915 1.6321
C43 2.7667 -0.2306 2.1854
C44 3.1959 -1.0938 3.2076
C45 4.4345 -0.9431 3.7850
C46 5.2951 0.0465 3.3450
C47 4.9070 0.8956 2.3265
C48 3.6661 0.7631 1.7519
C49 1.3834 1.4697 -1.2927
C50 1.7453 2.7193 -1.8845
C51 2.5086 3.6284 -1.1287
C52 2.9416 4.8068 -1.6841
C53 2.6234 5.1183 -2.9957
C54 1.8233 4.2670 -3.7395
C55 1.3874 3.0802 -3.2014
C56 0.4989 0.4895 -1.8615
C57 0.2320 -0.6886 -1.1863
C58 -1.2535 3.6248 2.7689
C59 -0.4321 4.4158 3.5369
H22 0.5841 6.2859 3.7074
H23 -0.2768 7.1552 1.5717
H24 -1.7446 5.7484 0.1802
H25 -4.8762 3.0540 -2.9863
H26 -7.1885 3.3137 -2.1673
H27 -7.7885 2.5461 0.0899
H28 -6.1077 1.4338 1.4991
H29 -3.7969 1.1856 0.6869
H30 -1.8990 6.6687 -2.6645
H31 -2.6048 6.9376 -5.0100
H32 -2.8736 4.9711 -6.4592
H33 -2.3421 2.7311 -5.5871
H34 -1.6731 2.4587 -3.2496
H35 3.4334 2.9440 4.0459
H36 3.9403 2.5973 6.4347
H37 2.3847 1.3248 7.8558
H38 0.3071 0.4307 6.8995
H39 -0.1787 0.7638 4.5337
H40 -1.4783 -0.7620 5.1705
H41 -1.3126 -3.1357 5.7734
H42 -0.6306 -4.7901 4.0796
H43 -0.1484 -4.0699 1.7759
H44 -0.2908 -1.6958 1.1897
H45 2.5076 -1.8482 3.5440
H46 4.7222 -1.5858 4.6006
H47 6.2733 0.1458 3.7854
H48 5.5763 1.6686 1.9853
H49 3.3655 1.4312 0.9692
H50 1.9134 1.1884 -0.3814
H51 2.7173 3.3928 -0.0982
H52 3.5273 5.4901 -1.0931
H53 2.9979 6.0292 -3.4332
H54 1.5224 4.5528 -4.7334
H55 0.7853 2.4170 -3.7948
H56 0.0573 0.6762 -2.8440
H57 0.8475 -0.9788 -0.3374
H58 -0.3757 -1.4769 -1.6232
H59 -1.5065 2.6229 3.0668
H60 -0.0477 4.0345 4.4680


Record 3
This record from the Open Molecules 2025 dataset describes C59H64N3O4SbW as an isolated structure. The level of theory is ωB97M-V with the def2-TZVPD basis set.

The calculation puts the energy relative to the best compared isomer or geometry (same formula, charge and spin) at 0.0 kcal/mol. The HOMO energy (spin up / spin down) is -13.1 / -13.3 eV. The value obtained for the strongest force on any atom is 0.02967 hartree/bohr. Its electronic energy is -3058.83381 hartree. The lowest unoccupied orbital energy (spin up / spin down) comes out at -6.67 / -7.05 eV. As for the orbital gap (spin up / spin down): 0.237 / 0.230 hartree. Its spin multiplicity is 3. Its net charge is +2.

Element x y z (Å)
W1 -0.0444 0.6099 0.0485
O1 2.5144 0.0221 3.2886
C1 1.9620 0.2720 2.1561
O2 0.7331 0.1939 1.9588
C2 2.8288 0.6267 1.0072
C3 4.1908 0.8117 0.9636
C4 4.7622 1.0555 -0.2889
C5 3.9794 1.0354 -1.4357
C6 2.6144 0.8373 -1.2948
N1 2.0789 0.6884 -0.0944
C7 1.5696 0.7403 -2.3936
O3 1.8096 0.7749 -3.5511
O4 0.3415 0.5664 -1.8534
H1 1.8498 -0.2105 3.9623
H2 4.7884 0.7539 1.8628
H3 5.8278 1.2256 -0.3658
H4 4.3985 1.1695 -2.4247
C8 -2.3064 -2.7203 3.4130
C9 -2.4522 -1.3914 2.6714
C10 -3.1590 -0.3908 3.5958
C11 -3.1797 -1.5395 1.3460
C12 -4.1138 -2.5616 1.1882
C13 -4.8141 -2.7109 0.0064
C14 -4.6506 -1.7945 -1.0196
C15 -3.7842 -0.7124 -0.8981
C16 -3.8275 0.4207 -1.9239
C17 -2.6599 0.4459 -2.9064
C18 -5.1407 0.4639 -2.7049
C19 -3.0025 -0.6579 0.2726
N2 -2.1476 0.5295 0.4490
C20 -2.8993 1.5162 0.8619
C21 -2.6043 2.8859 0.9951
C22 -3.6895 3.7081 1.3825
C23 -3.5616 5.0661 1.4322
C24 -2.3253 5.6241 1.0818
C25 -1.2522 4.8461 0.7222
C26 -1.3519 3.4387 0.6753
N3 -0.2686 2.6347 0.3327
C27 0.9523 3.4287 0.1658
C28 1.7267 3.7489 1.2996
C29 2.8695 4.5219 1.1065
C30 3.2257 4.9875 -0.1449
C31 2.4295 4.6958 -1.2359
C32 1.2743 3.9250 -1.1156
C33 0.3980 3.7621 -2.3584
C34 1.2111 3.8151 -3.6594
C35 -0.6957 4.8379 -2.4575
C36 1.3678 3.3731 2.7366
C37 2.6134 3.0712 3.5830
C38 0.5887 4.4761 3.4690
H5 -1.9241 -3.5180 2.7756
H6 -3.2622 -3.0489 3.8241
H7 -1.6307 -2.5995 4.2618
H8 -1.4526 -1.0042 2.4635
H9 -4.1978 -0.6886 3.7500
H10 -3.1568 0.6281 3.2091
H11 -2.6711 -0.3695 4.5722
H12 -4.2801 -3.2627 1.9948
H13 -5.5201 -3.5236 -0.1069
H14 -5.2551 -1.8968 -1.9096
H15 -3.7876 1.3551 -1.3554
H16 -2.6785 -0.4342 -3.5494
H17 -1.6868 0.4780 -2.4253
H18 -2.7422 1.3239 -3.5493
H19 -5.2217 -0.3696 -3.4052
H20 -5.1761 1.3794 -3.2956
H21 -6.0141 0.4492 -2.0522
H22 -3.9290 1.2514 1.0930
H23 -4.6328 3.2331 1.6245
H24 -4.3907 5.6965 1.7201
H25 -2.2021 6.6998 1.0969
H26 -0.3224 5.3333 0.4757
H27 3.4824 4.7881 1.9571
H28 4.1109 5.5988 -0.2652
H29 2.6995 5.0958 -2.2032
H30 -0.1115 2.8023 -2.3077
H31 1.4342 4.8478 -3.9350
H32 0.6280 3.3833 -4.4720
H33 2.1532 3.2721 -3.6045
H34 -0.2836 5.8330 -2.2744
H35 -1.5199 4.6749 -1.7687
H36 -1.1079 4.8336 -3.4677
H37 0.7257 2.4908 2.7178
H38 3.1015 3.9943 3.8972
H39 3.3628 2.4765 3.0596
H40 2.3292 2.5492 4.4982
H41 1.1043 5.4337 3.3685
H42 0.5352 4.2387 4.5330
H43 -0.4261 4.5948 3.1059
C39 2.0345 -5.3899 -0.7298
C40 0.5779 -5.3418 -0.3533
C41 -0.0987 -6.5497 -0.1796
C42 -1.4439 -6.6009 0.1484
C43 -2.1649 -5.4252 0.2927
C44 -1.5149 -4.2141 0.1259
C45 -0.1581 -4.1632 -0.1692
Sb1 0.7133 -2.2477 -0.4049
C46 1.2530 -2.3813 -2.4642
C47 2.5541 -2.4480 -2.9592
C48 2.8071 -2.5066 -4.3210
C49 1.7493 -2.4952 -5.2123
C50 0.4517 -2.4561 -4.7302
C51 0.1771 -2.4108 -3.3666
C52 -1.2582 -2.4588 -2.9246
C53 2.4717 -2.5152 0.7959
C54 3.7704 -2.3307 0.3222
C55 4.8802 -2.5771 1.1132
C56 4.7081 -3.0064 2.4205
C57 3.4270 -3.1656 2.9185
C58 2.3009 -2.9276 2.1303
C59 0.9483 -3.1319 2.7516
H44 2.2627 -6.3432 -1.2043
H45 2.6764 -5.2960 0.1491
H46 2.3125 -4.6034 -1.4308
H47 0.4502 -7.4732 -0.3215
H48 -1.9295 -7.5604 0.2689
H49 -3.2228 -5.4459 0.5215
H50 -2.0777 -3.2980 0.2116
H51 3.4049 -2.4816 -2.3011
H52 3.8275 -2.5613 -4.6770
H53 1.9298 -2.5313 -6.2784
H54 -0.3779 -2.4711 -5.4270
H55 -1.9207 -2.2058 -3.7499
H56 -1.4814 -1.7603 -2.1112
H57 -1.5290 -3.4583 -2.5812
H58 3.9431 -1.9748 -0.6790
H59 5.8752 -2.4439 0.7063
H60 5.5650 -3.2139 3.0484
H61 3.2885 -3.4946 3.9420
H62 1.0229 -3.1967 3.8373
H63 0.4835 -4.0550 2.4018
H64 0.2525 -2.3243 2.5112